Below is a molecular structure, C37H58Br2ClN12O7PS at a distorted geometry, with properties calculated with wB97M-V/def2-TZVPD.

## Properties
* LUMO level: 0.06 eV

```
119
Properties=species:S:1:pos:R:3:forces:R:3
C -2.833 -3.568 -1.739 0.03 0.78 0.65
C -2.172 -2.601 -0.737 -1.15 -1.08 -0.50
N -1.786 -1.388 -1.416 0.48 -0.30 0.78
C -0.528 -0.725 -1.288 -0.22 0.61 -0.62
C 0.662 -1.581 -0.906 0.57 -0.37 -0.61
C 0.738 -2.835 -1.780 0.93 -0.40 0.04
C 1.716 -2.585 -2.913 -1.42 0.83 -2.51
O 1.349 -2.263 -4.030 1.10 -0.68 2.23
Cl 3.452 -2.735 -2.555 -0.35 0.20 0.20
O 0.812 -1.903 0.489 -0.37 0.43 -0.09
S 0.002 -1.125 1.624 -0.09 -0.53 2.21
O 0.881 -0.906 2.729 0.95 0.52 -0.38
O -1.068 -1.997 2.022 -0.67 -0.18 -0.94
C -0.681 0.477 1.027 -0.38 0.09 -0.17
C -0.469 1.671 1.994 -0.11 -0.02 0.00
C 0.405 2.891 1.730 0.78 0.68 0.38
C 1.682 3.132 2.588 0.68 0.19 -0.30
C 1.678 4.579 3.107 -0.33 -1.06 0.64
C 1.945 2.197 3.764 -0.18 -0.08 -0.02
P -2.602 0.052 1.288 -1.07 -1.89 -0.59
C -2.793 0.085 3.121 1.00 1.16 -0.47
O -3.516 1.373 0.913 0.58 0.66 0.66
C -0.440 0.640 -0.499 0.05 0.08 -0.47
O -1.423 1.620 -0.885 -0.14 0.03 0.69
N -2.318 1.280 -1.888 0.03 -0.08 -0.58
O -3.005 2.191 -2.134 -0.08 -0.02 0.13
C 0.864 1.275 -1.062 0.48 0.96 -0.61
Br 0.589 2.147 -2.772 -0.15 -0.33 0.25
C 2.116 1.295 -0.613 -0.23 -0.46 0.50
C 2.549 0.619 0.650 1.04 0.60 -0.01
Br 3.556 2.132 -1.538 -0.21 -0.17 0.10
H -3.432 -4.292 -1.198 0.06 -0.32 -0.02
H -2.115 -4.067 -2.379 -0.07 -0.09 -0.29
H -3.541 -2.971 -2.310 -0.05 -0.15 -0.40
H -2.938 -2.411 0.013 0.14 0.33 0.32
H -1.390 -3.159 -0.229 0.49 0.44 0.03
H -2.236 -1.246 -2.299 -0.02 0.08 -0.11
H -0.251 -0.413 -2.296 0.01 0.03 -0.16
H 1.576 -1.066 -1.179 -0.02 0.57 0.35
H 1.139 -3.669 -1.208 -0.25 -0.16 0.23
H -0.198 -3.070 -2.267 -0.22 -0.14 0.12
H -0.277 1.229 2.967 0.38 0.01 0.10
H -1.457 2.095 2.149 -0.21 0.04 -0.26
H -0.193 3.763 1.963 -0.48 -0.14 0.08
H 0.675 3.086 0.697 -0.11 -0.45 -0.25
H 2.548 3.072 1.925 0.12 -0.16 -0.07
H 0.882 4.631 3.848 -0.26 0.36 -0.04
H 2.598 4.748 3.660 0.28 0.31 -0.22
H 1.532 5.298 2.318 -0.02 0.23 -0.07
H 2.662 2.666 4.432 0.08 0.08 0.16
H 1.037 1.999 4.332 -0.05 0.06 0.18
H 2.369 1.233 3.497 -0.10 -0.15 -0.18
H -3.720 -0.408 3.362 -0.17 -0.22 0.02
H -1.930 -0.349 3.609 -0.11 -0.33 0.18
H -2.840 1.129 3.431 -0.22 0.07 0.17
H -4.152 1.097 0.250 -0.06 -0.07 -0.18
H 1.909 0.818 1.496 -0.29 -0.25 -0.08
H 2.745 -0.439 0.518 -0.28 -0.28 -0.02
H 3.517 1.025 0.931 0.07 0.13 0.13
C 1.574 0.780 -6.925 0.20 -0.32 -0.08
C 0.847 1.982 -6.550 0.04 -0.07 0.02
N 0.275 2.928 -6.244 -0.06 0.09 0.05
H 2.438 1.023 -7.540 -0.03 0.12 0.00
H 1.928 0.249 -6.042 -0.07 0.08 0.08
H 0.938 0.101 -7.492 -0.09 0.07 0.01
C 3.416 -5.918 -3.774 -0.25 0.25 0.08
C 4.116 -7.117 -4.206 -0.07 0.06 0.00
N 4.671 -8.061 -4.545 0.05 -0.11 0.03
H 2.766 -6.122 -2.923 0.04 -0.12 0.01
H 4.112 -5.142 -3.473 0.16 -0.10 -0.04
H 2.797 -5.512 -4.573 0.05 -0.10 -0.09
C -1.857 6.618 0.767 -0.05 0.28 -0.47
C -1.716 5.909 2.027 -0.09 0.11 -0.07
N -1.608 5.346 3.021 -0.16 -0.02 0.12
H -2.736 7.262 0.773 -0.06 -0.08 0.16
H -0.989 7.243 0.561 0.10 -0.07 0.16
H -1.966 5.924 -0.066 0.01 -0.15 0.11
C 3.256 -8.481 -0.582 0.18 -0.31 -0.06
C 2.549 -7.259 -0.231 0.04 -0.04 -0.06
N 1.994 -6.288 0.025 -0.08 0.11 -0.03
H 4.205 -8.257 -1.069 -0.03 0.11 0.00
H 3.465 -9.078 0.304 -0.05 0.08 0.07
H 2.666 -9.090 -1.266 -0.08 0.08 -0.01
C -4.656 -2.778 -5.465 -0.10 0.33 -0.12
C -4.247 -4.062 -4.918 -0.04 0.05 -0.07
N -3.923 -5.072 -4.484 0.04 -0.13 0.02
H -3.790 -2.163 -5.706 0.07 -0.09 0.03
H -5.237 -2.909 -6.376 0.01 -0.11 0.01
H -5.270 -2.229 -4.753 0.01 -0.09 0.08
C -4.962 -3.602 2.685 0.16 -0.31 0.16
C -5.253 -2.299 2.117 -0.17 -0.14 -0.04
N -5.483 -1.269 1.670 -0.12 0.17 -0.12
H -3.994 -3.594 3.180 0.02 0.11 0.00
H -5.707 -3.893 3.423 -0.05 0.11 0.00
H -4.935 -4.373 1.917 -0.02 0.09 -0.10
C 4.787 7.379 2.943 0.25 0.15 0.37
C 3.896 6.886 1.905 0.14 -0.01 0.00
N 3.207 6.482 1.081 0.04 0.13 -0.18
H 5.596 7.967 2.514 -0.05 -0.02 -0.13
H 4.260 8.013 3.655 -0.16 -0.02 -0.10
H 5.236 6.555 3.496 -0.09 -0.14 -0.13
C -5.410 4.305 2.351 0.08 -0.42 0.18
C -5.637 5.591 1.710 0.04 -0.11 0.08
N -5.812 6.605 1.204 0.04 0.10 -0.06
H -4.499 4.317 2.949 0.04 0.16 -0.06
H -6.236 4.039 3.010 -0.08 0.15 -0.04
H -5.306 3.509 1.615 0.03 0.10 -0.09
C -1.072 -5.635 2.975 0.33 0.03 -0.16
C -2.283 -5.689 3.779 0.06 -0.02 -0.03
N -3.244 -5.723 4.405 -0.03 -0.02 0.02
H -1.309 -5.491 1.922 -0.10 0.02 0.02
H -0.433 -4.810 3.287 -0.10 0.06 0.05
H -0.501 -6.558 3.068 -0.09 -0.05 0.07
C 7.038 4.674 -0.352 0.19 0.11 -0.45
C 6.532 4.502 0.998 -0.07 -0.07 -0.20
N 6.104 4.349 2.050 -0.01 0.04 0.26
H 6.949 3.753 -0.927 -0.07 -0.08 0.13
H 6.485 5.448 -0.883 -0.12 0.02 0.13
H 8.088 4.963 -0.348 0.01 -0.02 0.15
```
Forces are in eV/Å.

Mulliken population analysis, charges in e, atoms 1 to 2:
1 C -1.45
2 C -0.15

---

Below is 3 unconnected molecules or ions with the total composition C37H58F16N2O8P at a distorted geometry, with properties calculated with wB97M-V/def2-TZVPD.

## Properties
* relative energy (zero: lowest compared OMol25 entry of this formula, charge and spin): 580.09 kJ/mol
* LUMO level: -2.97 eV
* net charge: +1

```
122
Properties=species:S:1:pos:R:3:forces:R:3
C 7.067 -2.983 1.350 0.92 1.11 -0.12
O 7.118 -4.337 1.836 -1.03 0.38 0.13
C 5.833 -4.999 1.744 -0.84 1.14 -1.83
C 5.564 -5.253 0.152 0.25 -0.77 0.77
C 4.640 -6.530 -0.136 -0.32 -0.38 -0.74
C 3.815 -6.441 -1.521 -0.80 1.39 0.82
C 2.731 -5.229 -1.327 0.68 -1.59 -0.16
C 1.533 -5.457 -2.368 0.95 0.09 0.08
C 1.050 -4.155 -3.175 -0.61 -0.02 -0.15
C 1.919 -4.073 -4.553 -1.44 -0.98 -0.36
O 3.308 -4.424 -4.378 -0.07 2.56 -0.21
C 4.168 -3.292 -4.335 3.54 3.18 1.05
C 4.227 -2.127 -5.341 1.86 -0.50 2.78
C 5.251 -0.969 -5.135 -0.20 -2.40 1.86
C 6.252 -0.950 -3.964 -2.35 -2.68 -0.46
C 6.250 -2.128 -2.963 -3.03 -0.08 -3.08
C 5.210 -3.248 -3.159 0.06 1.87 -1.79
C -0.474 -4.476 -3.680 2.54 -1.19 -1.14
N -1.524 -3.850 -2.814 -0.87 -1.24 -1.21
C -1.233 -3.901 -1.339 0.75 2.23 2.17
O -2.401 -3.384 -0.669 1.06 -1.98 -0.75
C -3.317 -4.443 -0.285 -2.61 -0.77 0.31
C -4.780 -4.112 -0.924 1.29 1.14 -0.23
C -5.051 -2.546 -0.693 0.21 -0.33 0.55
O -5.789 -4.958 -0.331 0.51 1.40 -1.11
C -0.042 -2.831 -1.090 -1.62 -0.94 -0.03
P 0.842 -3.113 0.600 1.46 0.35 1.04
N 0.458 -1.675 1.594 -1.33 -0.69 -1.97
O 0.119 -4.479 1.365 0.42 1.43 -0.64
C 1.029 -2.787 -2.334 -0.21 1.03 1.18
C 0.711 -1.463 -3.208 0.59 -0.06 -0.48
C 2.034 -0.524 -3.406 -1.11 0.81 -0.73
C 1.779 0.996 -2.896 0.41 -1.12 0.14
C 1.667 1.048 -1.288 -0.11 -0.21 -2.17
O 1.613 2.445 -0.912 -1.28 -1.83 1.12
C 0.445 2.640 -0.058 0.29 1.24 0.46
H 6.957 -2.888 0.214 0.05 -0.44 1.41
H 6.249 -2.335 1.821 0.83 -1.10 -0.41
H 8.073 -2.479 1.609 -1.59 -1.00 -0.32
H 5.752 -5.953 2.361 0.59 1.39 -0.75
H 5.039 -4.216 2.057 0.95 -1.48 -0.04
H 5.115 -4.263 -0.230 0.71 -1.74 0.24
H 6.598 -5.472 -0.293 -1.47 0.67 0.41
H 3.884 -6.612 0.719 0.89 -0.08 -1.16
H 5.227 -7.525 -0.188 -0.60 1.77 0.44
H 4.452 -6.172 -2.428 -0.63 -0.56 1.23
H 3.213 -7.378 -1.765 1.04 0.98 0.54
H 3.322 -4.266 -1.468 -1.24 -1.09 0.25
H 2.367 -5.345 -0.237 0.44 0.58 -1.83
H 0.687 -5.989 -1.813 0.98 0.86 -0.81
H 1.926 -6.209 -3.155 -0.79 1.20 1.14
H 1.467 -4.907 -5.219 0.85 1.18 0.99
H 1.738 -3.103 -5.134 0.54 -1.18 1.07
H 3.497 -2.116 -6.212 1.21 0.13 1.19
H 5.219 -0.123 -5.915 0.19 -1.49 1.50
H 6.983 -0.088 -3.832 -1.18 -1.36 -0.31
H 6.960 -2.196 -2.078 -1.05 0.19 -1.44
H 5.214 -4.113 -2.421 0.01 1.29 -1.21
H -0.559 -5.628 -3.672 -0.26 1.93 0.12
H -0.553 -4.151 -4.771 -0.46 -0.16 1.59
H -1.697 -2.886 -3.153 0.19 -0.30 0.69
H -2.409 -4.375 -2.995 0.54 0.55 0.23
H -0.981 -4.938 -0.942 -0.34 1.24 -1.10
H -3.039 -5.479 -0.677 0.07 1.39 0.60
H -3.454 -4.489 0.852 0.48 0.16 -1.60
H -4.650 -4.297 -2.060 -0.54 0.08 1.44
H -4.495 -1.900 -1.463 -1.02 -1.00 1.05
H -6.182 -2.324 -0.691 1.84 -0.24 -0.09
H -4.597 -2.285 0.335 -1.00 -0.23 -1.51
H -6.648 -4.595 -0.658 0.90 -0.57 0.49
H -0.586 -1.818 -0.958 0.89 -1.53 -0.47
H 1.106 -0.911 1.339 -0.10 -0.77 0.25
H -0.483 -1.310 1.329 0.70 -0.27 0.68
H 0.814 -4.879 1.942 -0.73 0.53 -0.68
H 2.045 -2.580 -1.821 -1.50 -0.65 -0.99
H -0.081 -0.780 -2.754 0.86 -1.17 -0.33
H 0.293 -1.793 -4.237 0.70 0.65 1.46
H 2.171 -0.436 -4.547 0.31 -0.27 1.90
H 2.957 -0.950 -2.883 -1.24 0.42 -0.96
H 0.800 1.366 -3.379 1.58 -0.27 0.78
H 2.690 1.609 -3.256 -1.65 -0.75 0.68
H 0.684 0.498 -1.025 1.53 0.79 -0.07
H 2.572 0.491 -0.857 -1.21 0.90 -0.27
H 0.622 3.639 0.488 -0.45 -1.52 -0.91
H -0.490 2.722 -0.713 1.12 -0.25 1.04
H 0.348 1.830 0.750 0.10 1.04 -1.25
C 0.163 8.099 0.172 0.03 -0.05 -0.81
C 0.631 8.915 1.398 -0.81 0.46 -0.43
C 0.998 8.112 2.651 0.57 0.12 0.75
F -0.015 7.360 3.118 -0.07 0.00 -0.14
F 1.343 8.952 3.660 0.02 0.15 -0.35
F -0.300 9.859 1.672 0.13 -0.24 0.19
F 1.749 9.598 1.012 0.11 -0.48 0.15
O -1.253 7.943 -0.029 -0.13 -0.54 1.43
C -1.912 6.931 0.703 1.38 0.33 -1.35
C -2.882 7.487 1.757 -0.60 0.60 0.35
F -2.285 8.358 2.593 0.04 -0.16 -0.30
F -3.382 6.485 2.525 0.19 -0.29 -0.31
F -0.995 6.087 1.216 -0.43 -0.19 0.27
F -2.610 6.209 -0.204 -0.30 0.23 0.34
H 0.487 8.667 -0.705 -0.16 0.12 0.23
H 0.687 7.143 0.090 -0.12 0.06 0.31
H 1.851 7.457 2.459 0.03 0.03 -0.20
H -3.717 8.007 1.275 0.12 -0.18 -0.15
C -7.136 4.716 5.637 -0.17 -0.74 0.31
C -7.193 5.701 4.449 -0.89 0.02 0.53
C -6.009 6.663 4.305 0.50 0.38 -0.49
F -5.829 7.447 5.382 -0.10 -0.10 0.01
F -6.210 7.503 3.255 -0.21 -0.27 -0.11
F -8.370 6.370 4.497 0.30 0.09 -0.06
F -7.242 4.944 3.311 0.46 0.04 0.10
O -7.830 5.078 6.843 0.72 1.26 -0.11
C -7.174 5.955 7.738 0.26 -1.69 -0.68
C -7.844 7.334 7.830 -0.51 0.67 0.16
F -7.985 7.916 6.622 0.01 -0.29 0.07
F -7.102 8.177 8.587 0.12 -0.42 0.05
F -5.867 6.018 7.416 -0.09 0.39 0.32
F -7.226 5.358 8.950 -0.29 0.44 -0.08
H -7.657 3.814 5.301 -0.12 0.28 -0.02
H -6.116 4.382 5.846 -0.02 0.35 -0.04
H -5.082 6.117 4.119 -0.10 -0.17 0.02
H -8.840 7.247 8.276 0.15 -0.22 0.03
```
Forces are in eV/Å.

Mulliken population analysis, charges in e, atoms 1 to 2:
1 C -0.26
2 O -0.42

---

Below is a molecular structure, C37H59Br2IN4O18 at a distorted geometry, with properties calculated with wB97M-V/def2-TZVPD.

## Properties
* LUMO level: 0.02 eV

```
121
Properties=species:S:1:pos:R:3:forces:R:3
C -0.137 3.084 -1.099 -0.35 -0.46 0.05
C -0.233 1.735 -1.843 0.04 0.27 0.45
C -1.421 0.895 -1.332 -0.02 0.28 -0.07
C -2.676 1.780 -1.393 0.17 0.29 -0.23
C -1.462 -0.545 -1.931 0.05 -0.62 0.35
C -0.333 -1.298 -1.129 0.07 -0.04 -0.27
C 0.126 -2.688 -1.593 0.27 -0.03 0.55
C 1.477 -3.092 -0.978 -1.01 -0.03 -0.37
C 1.538 -3.174 0.526 1.72 -0.51 0.69
O 2.582 -3.448 1.086 -1.17 0.56 -0.42
O 0.398 -2.959 1.268 0.27 -0.16 -0.29
C -2.714 -1.506 -1.579 -1.07 -0.15 -0.40
C -4.097 -1.143 -0.990 -0.06 0.36 -0.13
C -4.240 -0.719 0.501 -0.61 -0.56 0.56
N -4.950 0.545 0.632 0.45 0.09 -0.55
N -2.953 -0.594 1.156 0.16 0.09 -0.13
N -5.042 -1.738 1.250 0.18 0.43 0.05
N -3.029 -2.260 -2.845 1.46 -0.41 0.53
C -1.943 -2.131 -3.691 -0.12 -0.05 -0.24
O -1.493 -3.014 -4.391 -0.35 0.46 0.17
C -1.368 -0.702 -3.516 0.08 -0.61 0.09
I -2.996 0.519 -4.412 0.37 0.00 0.06
C -0.080 -0.588 -4.333 0.19 0.27 -0.90
Br 1.595 -0.287 -3.470 -0.03 -0.21 -0.07
C -0.003 -0.754 -5.678 -0.26 -0.17 0.67
C -1.103 -1.043 -6.661 -0.21 0.27 -0.21
Br 1.649 -0.633 -6.616 0.05 0.07 0.09
H -0.757 3.851 -1.557 0.10 0.13 -0.01
H -0.489 2.941 -0.072 0.13 0.11 0.01
H 0.898 3.415 -1.044 -0.05 0.17 -0.14
H -0.315 1.893 -2.924 0.12 0.05 0.06
H 0.710 1.234 -1.634 -0.22 -0.07 -0.16
H -1.199 0.741 -0.274 -0.21 -0.18 0.01
H -2.771 2.337 -0.462 -0.07 -0.07 0.05
H -3.605 1.271 -1.581 -0.16 -0.21 0.21
H -2.568 2.521 -2.185 -0.02 0.04 -0.02
H 0.535 -0.660 -0.976 0.00 0.04 -0.20
H -0.775 -1.422 -0.142 0.16 0.20 -0.01
H 0.245 -2.773 -2.669 -0.07 0.03 -0.04
H -0.597 -3.446 -1.268 -0.15 0.04 -0.27
H 1.702 -4.104 -1.331 0.22 0.07 0.06
H 2.265 -2.441 -1.354 0.14 0.02 0.22
H -0.134 -3.770 1.260 -0.23 0.09 0.12
H -2.384 -2.313 -0.919 0.44 0.43 0.18
H -4.657 -2.079 -1.072 0.12 0.00 -0.14
H -4.640 -0.441 -1.623 0.16 0.11 0.02
H -5.942 0.397 0.735 -0.05 0.03 0.14
H -4.598 1.079 1.412 -0.10 0.03 0.11
H -2.510 -1.507 1.204 0.09 0.03 -0.15
H -3.113 -0.321 2.120 -0.06 0.00 0.05
H -4.628 -2.659 1.144 -0.19 0.06 -0.17
H -5.984 -1.776 0.876 -0.02 -0.13 -0.09
H -3.073 -3.250 -2.620 -0.60 -0.01 -0.21
H -1.619 -0.113 -6.912 0.03 -0.01 0.00
H -0.690 -1.423 -7.593 0.05 -0.11 0.15
H -1.842 -1.749 -6.300 0.05 0.01 0.15
C -4.063 5.654 -7.310 -0.15 0.11 0.12
C -2.988 5.426 -6.279 -0.16 -0.01 -0.16
C -3.040 4.099 -5.554 0.04 -0.01 -0.17
O -2.422 4.415 -4.306 -0.03 0.08 0.04
C -2.626 5.738 -4.071 -0.03 -0.09 0.02
O -2.408 6.288 -3.044 0.03 0.01 0.12
O -3.125 6.341 -5.178 0.09 0.01 -0.04
H -4.070 6.696 -7.629 0.07 -0.01 -0.05
H -3.890 5.024 -8.182 0.02 -0.02 0.00
H -5.049 5.427 -6.900 0.01 -0.03 0.02
H -1.998 5.583 -6.717 0.02 -0.01 0.03
H -2.499 3.309 -6.067 0.14 -0.04 0.17
H -4.068 3.779 -5.365 -0.03 0.01 -0.05
C 4.657 -0.293 4.126 0.24 0.29 -0.28
C 3.290 0.262 3.828 0.17 -0.12 0.04
C 2.667 -0.190 2.529 -0.14 -0.14 -0.05
O 1.803 0.913 2.214 0.04 -0.06 -0.02
C 2.334 2.025 2.779 0.04 -0.05 0.03
O 1.965 3.133 2.566 -0.02 0.08 -0.03
O 3.344 1.691 3.617 -0.08 -0.04 0.03
H 5.107 0.239 4.960 -0.06 -0.03 0.10
H 4.603 -1.352 4.374 -0.07 0.00 -0.01
H 5.311 -0.163 3.261 -0.02 -0.07 -0.02
H 2.613 0.076 4.661 -0.05 0.03 0.05
H 2.099 -1.112 2.621 -0.15 0.09 -0.05
H 3.398 -0.296 1.723 0.07 -0.02 0.06
C -3.868 -3.242 5.188 -0.10 0.19 -0.16
C -3.244 -4.150 4.162 0.00 0.14 0.23
C -1.763 -3.954 3.921 0.11 -0.04 0.07
O -1.630 -4.397 2.556 -0.01 -0.07 -0.01
C -2.819 -4.191 1.943 0.02 0.02 0.32
O -2.979 -4.255 0.764 0.01 0.07 -0.21
O -3.767 -3.882 2.840 0.10 -0.35 -0.01
H -4.954 -3.313 5.145 0.01 -0.07 0.03
H -3.538 -3.523 6.187 0.03 -0.02 0.00
H -3.597 -2.202 5.004 0.02 -0.01 -0.01
H -3.460 -5.197 4.391 0.00 -0.01 -0.05
H -1.126 -4.546 4.572 0.04 -0.09 -0.13
H -1.463 -2.905 3.971 -0.05 0.02 0.02
C 5.932 1.328 -3.335 -0.18 -0.12 0.10
C 5.204 2.579 -3.753 0.13 -0.17 0.11
C 5.341 3.766 -2.824 0.03 0.10 -0.03
O 4.124 4.478 -3.071 0.06 -0.02 0.05
C 3.194 3.579 -3.482 0.01 -0.04 -0.05
O 2.040 3.810 -3.615 -0.09 0.01 -0.01
O 3.781 2.380 -3.726 0.04 0.05 -0.06
H 5.614 0.482 -3.943 0.04 0.03 -0.07
H 7.008 1.458 -3.454 0.01 0.02 -0.01
H 5.720 1.085 -2.293 0.00 0.04 0.01
H 5.479 2.856 -4.775 -0.02 0.03 0.00
H 6.198 4.398 -3.041 -0.09 0.10 -0.05
H 5.362 3.466 -1.773 0.03 -0.07 -0.01
C 4.743 -2.086 10.494 -0.22 0.08 0.07
C 4.582 -1.898 9.008 0.06 -0.01 0.18
C 5.132 -0.608 8.443 0.16 0.10 -0.12
O 4.304 -0.405 7.286 -0.10 -0.09 0.24
C 3.117 -1.015 7.528 0.03 -0.06 0.05
O 2.146 -0.905 6.853 -0.04 0.06 -0.11
O 3.193 -1.775 8.643 0.05 -0.06 -0.05
H 4.147 -2.931 10.836 0.06 -0.06 -0.03
H 5.788 -2.275 10.739 0.02 0.00 -0.02
H 4.408 -1.202 11.037 0.02 0.02 -0.02
H 4.988 -2.757 8.467 -0.02 0.01 -0.03
H 6.176 -0.667 8.150 -0.04 0.01 -0.14
H 4.987 0.235 9.122 0.00 -0.04 0.06
```
Forces are in eV/Å.

Mulliken population analysis, charges in e, atoms 1 to 2:
1 C -1.46
2 C 0.00